This record from OMol25 describes C4H13F4InN2O11S4 as an isolated structure at a distorted geometry. The level of theory is wB97M-V/def2-TZVPD.

Atoms and positions in Å:
1 In -0.49 -0.28 -1.21
2 O 1.89 0.61 -2.05
3 H 2.07 1.20 -1.30
4 N -0.82 1.39 -3.48
5 S 0.12 2.79 -3.87
6 O -0.64 3.87 -4.38
7 O 1.41 2.58 -4.40
8 F 0.41 3.05 -2.34
9 S -1.06 0.90 -4.95
10 O 0.15 0.42 -5.56
11 O -1.90 1.61 -5.84
12 F -1.79 -0.48 -4.64
13 N -2.22 -1.26 0.68
14 S -2.66 -2.75 1.23
15 O -3.93 -3.20 0.79
16 O -2.17 -3.23 2.48
17 F -1.67 -3.52 0.21
18 S -3.05 -0.43 1.75
19 O -2.47 -0.27 3.04
20 O -4.44 -0.32 1.50
21 F -2.69 1.00 1.01
22 C 0.78 -2.43 2.95
23 C 1.93 -2.02 2.06
24 O 1.35 -1.40 0.88
25 H -0.04 -1.73 3.06
26 H 1.07 -2.71 3.97
27 H 0.38 -3.38 2.60
28 H 2.51 -2.87 1.72
29 H 2.50 -1.28 2.61
30 H 1.36 -2.08 0.20
31 C 2.48 1.60 1.21
32 C 1.01 1.70 1.58
33 O 0.13 2.02 0.47
34 H 2.86 2.46 0.66
35 H 2.61 0.77 0.50
36 H 3.04 1.26 2.08
37 H 1.04 2.59 2.23
38 H 0.63 0.86 2.15
39 H 0.28 2.97 0.39

Results
**Orbital gap**: 4.031 eV
**HOMO**: -10.780 eV
**Max |F|**: 0.1514 hartree/bohr
**E**: -3279.35142 Eh

Löwdin atomic charge list, values in e, 8 entries:
1. In 1.455
2. O -0.152
3. H -0.043
4. N -0.308
5. S 0.530
6. O -0.200
7. O -0.223
8. F -0.195